Record 1
Entry from the Open Molecules 2025 dataset: a 2-piece molecular cluster, C5H13NO3S overall (the ωB97M-V functional and the def2-TZVPD basis).

Geometry as XYZ:
```
23
Properties=species:S:1:pos:R:3
C 1.395 2.319 -0.639
C 0.630 -1.464 1.663
C 0.235 -2.504 -0.480
C 1.084 1.023 0.133
C 0.523 -0.109 -0.397
N 0.382 -1.316 0.240
O -1.800 2.248 0.334
O -3.985 1.682 -0.965
O -2.418 -0.192 -0.397
S -2.620 1.310 -1.039
H 1.311 3.129 0.031
H 2.496 2.175 -0.926
H 0.678 2.260 -1.506
H 0.252 -0.656 2.199
H 0.208 -2.478 1.965
H 1.685 -1.594 2.017
H -0.321 -2.245 -1.497
H 1.136 -2.928 -0.874
H -0.246 -3.381 0.012
H 1.449 0.894 1.172
H -0.841 2.308 0.402
H 0.236 -0.212 -1.417
H -1.469 -0.269 -0.030
```

Molecular weight ... 167.2 g mol⁻¹
E ... -876.8672 hartree
Gap between HOMO and LUMO ... 8.8 eV
Energy relative to the best compared isomer or geometry (same formula, charge and spin) ... 226.9 kJ/mol
Spin multiplicity ... 1
Highest occupied orbital energy ... -8.2 eV

---

Record 2
Entry from the Open Molecules 2025 dataset: one molecule with the formula C5H13NO4S (the ωB97M-V functional and the def2-TZVPD basis).

Geometry as XYZ:
```
24
Properties=species:S:1:pos:R:3
C 0.119 2.290 -0.328
C 0.166 1.331 0.890
C -0.228 -0.054 0.626
O -0.395 -0.763 1.843
N 0.694 -0.741 -0.309
C 0.300 -2.225 -0.416
C 2.143 -0.551 -0.217
S -2.035 -0.055 -0.093
O -2.846 1.148 0.071
O -2.482 -1.402 0.297
O -1.711 -0.156 -1.645
H 0.674 1.898 -1.095
H -0.774 2.607 -0.723
H 0.342 3.251 0.046
H -0.565 1.643 1.645
H 1.155 1.555 1.275
H -1.183 -1.308 1.809
H -0.688 -2.180 -0.794
H 0.978 -2.907 -1.037
H -0.098 -2.520 0.646
H 2.633 -1.373 0.239
H 2.774 -0.494 -1.110
H 2.319 0.383 0.278
H -1.292 0.623 -1.897
```

Molecular weight ... 183.2 g mol⁻¹
E ... -952.1124 hartree
Gap between HOMO and LUMO ... 9.7 eV
Energy relative to the best compared isomer or geometry (same formula, charge and spin) ... 245.7 kJ/mol
SMILES ... CC[C@](O)(N(C)C)S(=O)(=O)O
Spin multiplicity ... 1
Highest occupied orbital energy ... -9.0 eV

---

Record 3
Entry from the Open Molecules 2025 dataset: a 2-piece molecular cluster, C5H13NOS overall (the ωB97M-V functional and the def2-TZVPD basis).

Geometry as XYZ:
```
21
Properties=species:S:1:pos:R:3
C -1.013 1.331 0.551
C -1.208 2.085 -0.781
S -0.048 3.355 -1.014
C 0.344 0.578 0.601
N 0.496 -0.480 -0.320
C 0.093 -1.768 0.169
C -0.102 -2.633 -1.084
O -0.393 -3.944 -0.587
H -1.821 0.598 0.659
H -1.072 2.154 1.274
H -1.397 1.325 -1.551
H -2.195 2.589 -0.697
H 3.316 3.335 2.128
H 3.796 3.028 1.653
H 0.600 0.389 1.660
H 1.097 1.367 0.397
H -0.864 -1.732 0.732
H 0.824 -2.233 0.841
H 0.859 -2.612 -1.592
H -0.908 -2.209 -1.683
H -0.403 -4.523 -1.355
```

Molecular weight ... 135.2 g mol⁻¹
E ... -726.2458 hartree
Gap between HOMO and LUMO ... 4.2 eV
Energy relative to the best compared isomer or geometry (same formula, charge and spin) ... 670.2 kJ/mol
Spin multiplicity ... 1
Highest occupied orbital energy ... -7.5 eV

---

Record 4
Entry from the Open Molecules 2025 dataset: one molecule with the formula C5H13NOS2 (the ωB97M-V functional and the def2-TZVPD basis).

Geometry as XYZ:
```
22
Properties=species:S:1:pos:R:3
C 1.245 0.998 1.559
C 2.668 0.542 -0.512
C 0.294 1.393 -0.534
C -2.464 -1.211 -1.358
C 1.271 0.443 0.142
N -3.115 -1.874 1.066
O -0.680 -1.392 0.778
S -2.018 -2.265 0.093
S 0.880 -1.358 0.097
H 1.499 2.087 1.421
H 0.215 1.033 1.917
H 1.890 0.478 2.274
H 2.712 0.723 -1.609
H 3.402 -0.294 -0.305
H 3.150 1.375 0.017
H -0.532 1.479 0.168
H 0.585 2.426 -0.754
H -0.006 0.761 -1.471
H -1.757 -1.407 -2.113
H -2.523 -0.159 -1.104
H -3.449 -1.400 -1.660
H -3.268 -2.378 1.888
```

Molecular weight ... 167.3 g mol⁻¹
E ... -1124.5633 hartree
Gap between HOMO and LUMO ... 9.4 eV
Energy relative to the best compared isomer or geometry (same formula, charge and spin) ... 332.4 kJ/mol
Spin multiplicity ... 1
Highest occupied orbital energy ... -8.6 eV

---

Record 5
Entry from the Open Molecules 2025 dataset: an isolated ion of composition C5H13NP and charge +1 (the ωB97M-V functional and the def2-TZVPD basis).

Geometry as XYZ:
```
20
Properties=species:S:1:pos:R:3
C -1.440 -0.178 -0.085
C -2.098 1.154 -0.019
C 1.142 1.443 -0.188
C 0.905 -1.111 -1.435
C 0.881 -0.974 1.479
N -2.021 -1.302 -0.036
P 0.370 -0.140 -0.002
H -1.687 1.765 0.769
H -1.805 1.886 -0.741
H -3.057 1.230 0.248
H 2.222 1.461 0.151
H 0.862 2.287 0.551
H 0.947 1.933 -1.279
H 1.922 -1.041 -1.577
H 0.347 -0.578 -2.299
H 0.841 -2.181 -1.186
H 1.857 -0.843 1.768
H 0.867 -1.987 1.410
H 0.383 -0.696 2.499
H -1.437 -2.128 -0.029
```

Molecular weight ... 118.1 g mol⁻¹
E ... -594.1060 hartree
Gap between HOMO and LUMO ... 10.8 eV
Energy relative to the best compared isomer or geometry (same formula, charge and spin) ... 113.4 kJ/mol
Charge ... +1
Spin multiplicity ... 1
Highest occupied orbital energy ... -14.3 eV

---

Record 6
Entry from the Open Molecules 2025 dataset: a 2-piece molecular cluster, C5H13NS overall (the ωB97M-V functional and the def2-TZVPD basis).

Geometry as XYZ:
```
20
Properties=species:S:1:pos:R:3
C -0.461 0.775 -1.079
C -1.067 1.220 0.270
C -1.710 0.111 1.195
S -2.633 -1.157 0.331
C 0.520 -0.388 -0.851
N 1.600 -0.074 0.066
C 2.428 -1.230 0.402
H 0.011 1.574 -1.665
H -1.293 0.369 -1.676
H -1.818 1.995 0.023
H -0.371 1.732 0.954
H -0.886 -0.336 1.775
H -2.272 0.733 1.907
H -3.085 0.557 -0.560
H -0.069 -1.233 -0.482
H 0.959 -0.653 -1.830
H 2.190 0.602 -0.382
H 1.810 -2.103 0.682
H 3.021 -0.938 1.283
H 3.126 -1.558 -0.363
```

Molecular weight ... 119.2 g mol⁻¹
E ... -651.1285 hartree
Gap between HOMO and LUMO ... 8.0 eV
Energy relative to the best compared isomer or geometry (same formula, charge and spin) ... 303.1 kJ/mol
Spin multiplicity ... 1
Highest occupied orbital energy ... -8.8 eV